Density functional theory data (ωB97M-V/def2-TZVPD) for a structure of composition C3H3NiO2 at a distorted geometry.

The LUMO energy (alpha / beta) comes out at 0.38 / -1.87 eV. Its spin multiplicity is 4. The total energy comes out at -1774.7141 Eh. As for the HOMO-LUMO gap (alpha / beta): 8.330 / 6.570 eV. Its charge is 0. The calculation puts the largest force on an atom at 0.072 hartree/bohr. As for the energy above the lowest of the compared OMol25 structures with the same formula, charge and spin: 0.0 kcal per mole.

Last column: Mulliken charge in e.
Geometry (Å):
C  1.006  0.350  0.189  -0.743
O  -1.093  -0.247  -0.129  -0.480
C  0.271  0.120  1.286  0.640
C  0.010  0.125  -0.933  -0.094
O  0.034  -0.145  2.426  -0.477
H  1.892  0.983  0.177  0.311
H  -0.206  1.053  -1.494  0.212
H  0.341  -0.673  -1.622  0.224
Ni  -2.255  -1.567  0.100  0.406